Entry 1:
Entry from the Open Molecules 2025 dataset: C19H18BClN2O2Ti as an isolated structure (ωB97M-V/def2-TZVPD).

Geometry as ORCA input:
```
! wB97M-V def2-TZVPD RIJCOSX def2/J DEFGRID3
* xyz -2 1
Ti -0.3740 -1.2585 -1.2706
O -2.7649 -0.3839 -4.0999
C -1.9397 -0.3245 -3.1808
O -0.8491 -1.1053 -3.1301
C -2.0375 0.5966 -2.0529
C -3.1786 1.3752 -1.8314
C -3.2060 2.3084 -0.8368
C -2.0120 2.5257 -0.0388
C -1.9333 3.5092 0.9460
C -0.7786 3.7083 1.6978
C 0.3283 2.9069 1.4626
C 0.2786 1.9187 0.4864
C -0.8752 1.7007 -0.2700
N -0.8964 0.7010 -1.2246
H -4.0211 1.2194 -2.4946
H -4.0865 2.9130 -0.6494
H -2.8117 4.1222 1.1284
H -0.7520 4.4704 2.4690
H 1.2320 3.0337 2.0482
H 1.1359 1.2780 0.3172
C -1.9377 -2.6917 -1.0272
H -2.0344 -3.0877 -0.0126
H -1.7892 -3.5231 -1.7257
H -2.8811 -2.2041 -1.2959
Cl 2.0477 0.0656 -2.6654
C 2.8069 -0.4625 -1.1750
C 3.7019 0.3882 -0.5483
C 4.2172 0.0515 0.6922
C 3.8018 -1.1369 1.2865
C 2.9252 -1.9824 0.6366
C 2.3951 -1.6968 -0.6357
C 1.4258 -2.5509 -1.3195
H 3.9584 1.3258 -1.0245
H 4.9037 0.7180 1.1987
H 4.1596 -1.3991 2.2753
H 2.5955 -2.8924 1.1245
H 1.2899 -3.5129 -0.8282
H 1.6216 -2.6590 -2.3879
B -0.7066 -1.3623 3.5175
C -0.4491 -1.2232 1.9585
N -0.2225 -1.1657 0.8263
H -1.1858 -2.4678 3.7053
H 0.3709 -1.2573 4.0789
H -1.4731 -0.4883 3.8697
*
```

Results
- E: -2329.39482 hartree
- HOMO (alpha / beta): 0.8838 / 0.8843 eV
- ΔE to the lowest compared entry with this formula, charge and spin: 0.3960 eV
- Frontier orbital gap (alpha / beta): 4.003 / 4.002 eV


Entry 2:
Entry from the Open Molecules 2025 dataset: C19H18Cl2N7OPdS3 as an isolated structure (ωB97M-V/def2-TZVPD).

Geometry as ORCA input:
```
! wB97M-V def2-TZVPD RIJCOSX def2/J DEFGRID3
* xyz 1 1
Pd -0.0433 -0.3793 -1.3653
N -1.3133 -1.3060 -4.1722
C -1.6499 -2.1056 -3.1441
N -1.1922 -1.9310 -1.9250
C -1.6571 -2.8967 -1.0444
C -2.5110 -3.7798 -1.6036
S -2.7286 -3.4413 -3.2832
C -1.1577 -2.8764 0.3357
C -1.3940 -3.7952 1.3030
S -0.5212 -3.3824 2.7329
C 0.1074 -1.9894 1.9186
N -0.3100 -1.8436 0.6966
N 0.9347 -1.0942 2.5323
H -0.4976 -0.7222 -4.0481
H -1.5587 -1.5683 -5.1103
H -3.0011 -4.6197 -1.1434
H -1.9917 -4.6890 1.2581
H 1.4269 -1.3842 3.3600
H 1.4508 -0.4909 1.9104
Cl 3.9808 -2.4851 -3.4282
C 3.8716 -1.1204 -2.3849
C 5.0533 -0.5180 -1.9211
C 5.0225 0.5731 -1.1000
Cl 6.5015 1.2792 -0.5405
C 3.7856 1.1266 -0.6917
C 3.6308 2.2450 0.1517
C 2.3778 2.6799 0.4815
C 1.2557 1.9969 -0.0146
N 1.3663 0.9467 -0.8000
C 2.6125 0.5006 -1.1624
C 2.6234 -0.6334 -2.0309
O 1.4907 -1.1239 -2.4531
H 6.0019 -0.9373 -2.2265
H 4.5112 2.7479 0.5275
H 2.2332 3.5418 1.1168
H 0.2521 2.3100 0.2285
S -2.0669 0.9285 -1.1707
C -2.1938 1.5193 0.4420
N -2.0891 2.8272 0.6802
C -2.3711 3.4346 1.9827
C -3.3209 2.5343 2.7536
C -2.7259 1.1380 2.8178
N -2.4234 0.6945 1.4572
H -2.0121 3.4047 -0.1424
H -2.7964 4.4214 1.8127
H -1.4344 3.5614 2.5317
H -4.2837 2.4961 2.2407
H -3.4862 2.9255 3.7555
H -3.4210 0.4251 3.2569
H -1.8121 1.1313 3.4176
H -2.5260 -0.2760 1.2041
*
```

Results
- E: -3436.11838 hartree
- HOMO: -9.9917 eV
- ΔE to the lowest compared entry with this formula, charge and spin: 0.3063 eV
- Frontier orbital gap: 7.223 eV


Entry 3:
Entry from the Open Molecules 2025 dataset: an isolated ion of composition C19H18Cl2NO and charge +1 (ωB97M-V/def2-TZVPD).

Geometry as ORCA input:
```
! wB97M-V def2-TZVPD RIJCOSX def2/J DEFGRID3
* xyz 1 1
C -1.2769 -4.3986 -0.7696
C -1.9041 -3.0789 -0.3630
Cl -2.0057 -2.9861 1.4206
C -1.1302 -1.8742 -0.9744
Cl -1.9792 -1.3326 -2.4503
C -0.8880 -0.7163 -0.0324
C -1.8536 0.2459 0.1149
C -1.6750 1.3237 0.9897
C -2.6392 2.3464 1.1680
C -2.3969 3.3614 2.0153
N -1.2176 3.4011 2.7070
C -0.2798 2.4757 2.5876
C -0.4672 1.4002 1.7308
C 0.5064 0.3906 1.5863
C 0.3179 -0.6527 0.7321
C 1.3995 -1.6986 0.6299
O 2.5373 -1.3200 -0.1433
C 2.4830 -0.1506 -0.8778
C 3.1482 0.9691 -0.4081
C 3.1175 2.1441 -1.1476
C 2.4243 2.2010 -2.3473
C 1.7796 1.0695 -2.8229
C 1.8163 -0.1093 -2.0941
H -1.1706 -4.4306 -1.8545
H -1.9128 -5.2283 -0.4690
H -0.3007 -4.5383 -0.3075
H -2.9271 -3.0425 -0.7260
H -0.1824 -2.2465 -1.3457
H -2.7662 0.1893 -0.4609
H -3.5724 2.3183 0.6256
H -3.0866 4.1699 2.1950
H -1.0608 4.1762 3.3364
H 0.6167 2.5985 3.1776
H 1.4228 0.4490 2.1599
H 1.7476 -1.9248 1.6383
H 0.9964 -2.6289 0.2314
H 3.7052 0.9303 0.5185
H 3.6452 3.0193 -0.7933
H 2.4026 3.1105 -2.9309
H 1.2620 1.0825 -3.7718
H 1.3645 -1.0145 -2.4747
*
```

Results
- E: -1784.97872 hartree
- HOMO: -11.6401 eV
- ΔE to the lowest compared entry with this formula, charge and spin: 0.0000 eV
- Frontier orbital gap: 7.150 eV
- SMILES string: C[C@@H](Cl)[C@@H](Cl)c1cc2cc[nH+]cc2cc1COc1ccccc1


Entry 4:
Entry from the Open Molecules 2025 dataset: one molecule with the formula C19H18ClN3O (ωB97M-V/def2-TZVPD).

Geometry as ORCA input:
```
! wB97M-V def2-TZVPD RIJCOSX def2/J DEFGRID3
* xyz 0 1
C 3.2353 -0.1120 -3.7350
C 2.6114 0.0444 -2.3956
C 2.1149 1.2175 -1.8006
C 1.6586 0.8319 -0.5537
C 0.9908 1.7057 0.4409
O 1.3197 1.8312 1.6035
N -0.0133 2.4242 -0.1214
C -0.9085 3.2290 0.6806
C -1.8200 2.3583 1.5712
C -2.3672 1.2031 0.7837
C -1.7681 -0.0475 0.8757
C -2.1995 -1.1054 0.0962
C -3.2487 -0.9098 -0.7865
Cl -3.7929 -2.2229 -1.7721
C -3.8688 0.3257 -0.8881
C -3.4218 1.3746 -0.1054
N 1.8845 -0.5093 -0.4623
C 1.5187 -1.4274 0.5361
C 1.5657 -1.1086 1.8879
C 1.1863 -2.0566 2.8227
C 0.7804 -3.3187 2.4237
C 0.7606 -3.6409 1.0761
C 1.1265 -2.7010 0.1321
N 2.4400 -0.9782 -1.5809
H 4.1008 0.5420 -3.8277
H 3.5478 -1.1431 -3.8703
H 2.5247 0.1522 -4.5174
H 2.1151 2.2078 -2.2097
H -0.3199 2.1681 -1.0461
H -0.3030 3.8783 1.3177
H -1.5040 3.8411 0.0020
H -2.6242 2.9820 1.9630
H -1.2269 1.9820 2.4044
H -0.9518 -0.2010 1.5661
H -1.7224 -2.0697 0.1740
H -4.6897 0.4626 -1.5745
H -3.9030 2.3387 -0.1857
H 1.8918 -0.1314 2.2054
H 1.2178 -1.8057 3.8725
H 0.4879 -4.0518 3.1603
H 0.4538 -4.6266 0.7588
H 1.1206 -2.9329 -0.9213
*
```

Results
- E: -1434.55309 hartree
- HOMO: -8.6637 eV
- ΔE to the lowest compared entry with this formula, charge and spin: 0.0000 eV
- Frontier orbital gap: 9.342 eV
- SMILES string: Cc1cc(C(=O)NCCc2ccc(Cl)cc2)n(-c2ccccc2)n1


Entry 5:
Entry from the Open Molecules 2025 dataset: C19H18ClN4O7Pt as an isolated structure (ωB97M-V/def2-TZVPD).

Geometry as ORCA input:
```
! wB97M-V def2-TZVPD RIJCOSX def2/J DEFGRID3
* xyz -1 1
Pt -0.7496 0.0841 0.8377
N 3.6914 -0.8095 -0.2240
C 2.7497 0.0365 0.3181
O 2.5014 1.1147 -0.1914
C 2.1374 -0.4439 1.6139
C 0.8988 0.3370 2.0082
H 3.9180 -0.6010 -1.1845
H 3.5452 -1.7896 -0.0350
H 2.9368 -0.3784 2.3658
H 1.8944 -1.5009 1.5204
H 1.1563 1.3908 2.1390
H 0.5514 -0.0263 2.9845
C 1.6157 5.4144 -4.9663
O 0.5036 4.5462 -4.9317
C -0.5574 4.9219 -4.1623
C -1.5668 3.9706 -4.0096
C -2.6738 4.2454 -3.2372
C -2.8007 5.4862 -2.6062
C -1.8229 6.4431 -2.8076
C -0.6877 6.1667 -3.5632
N -3.9705 5.8883 -1.8758
N -4.5440 5.1339 -1.0692
C -4.0080 3.8756 -0.6807
C -4.8951 2.8129 -0.6808
C -4.4944 1.4978 -0.4860
C -3.1545 1.1888 -0.1978
O -2.6954 0.0042 -0.0838
C -2.2723 2.3210 -0.0143
N -1.0027 2.0116 0.3962
C -0.0810 2.9492 0.4538
C -0.4081 4.2980 0.2359
C -1.6868 4.6496 -0.0838
C -2.6640 3.6451 -0.2837
H 2.3881 4.8971 -5.5293
H 1.9840 5.6268 -3.9589
H 1.3746 6.3565 -5.4681
H -1.4508 3.0094 -4.4925
H -3.4370 3.4895 -3.1093
H -1.9494 7.4182 -2.3525
H 0.0690 6.9285 -3.6822
H -5.9310 3.0314 -0.9160
H -5.1997 0.6813 -0.5639
H 0.9239 2.6256 0.6815
H 0.3657 5.0454 0.3457
H -1.9553 5.6903 -0.1993
O -0.8562 -4.1991 0.5662
Cl -0.3372 -2.9469 0.1200
O 1.0904 -3.0222 -0.0449
O -0.6359 -1.9711 1.2283
O -0.9616 -2.4973 -1.0792
*
```

Results
- E: -2059.85404 hartree
- HOMO: -4.5809 eV
- ΔE to the lowest compared entry with this formula, charge and spin: 0.0000 eV
- Frontier orbital gap: 6.926 eV